1.
Computed, not measured: C6H24BF8N2O14S4V as an isolated structure, with ωB97M-V/def2-TZVPD.

Results
- LUMO (spin up / spin down) (eV) = -6.5 / -10.5
- net charge = +1
- spin multiplicity = 4

Each line ends with the Löwdin charge.
CARTESIAN COORDINATES (ANGSTROEM)
V 25.58320 18.69222 4.22442  1.2769
B 27.33749 16.23930 5.79567  -1.3302
F 26.83796 14.97745 5.77905  0.1726
F 27.30222 16.66064 7.16642  0.0858
F 28.62441 16.23010 5.31092  0.1699
F 26.53621 17.03401 5.00214  0.0939
N 24.72466 19.88337 2.94517  -0.3682
S 23.26622 20.28651 2.68137  0.4809
O 22.50081 19.50049 1.70520  -0.2153
O 22.79121 21.62936 2.98601  -0.1853
F 22.94128 19.65460 4.11556  -0.2178
S 25.15956 20.93179 1.60649  0.6108
O 25.35380 22.35133 1.93977  -0.2181
O 24.56613 20.65583 0.30559  -0.1857
F 26.63467 20.49877 1.43137  -0.1387
N 24.78730 19.05863 5.98837  -0.3557
S 24.41349 20.42021 6.72798  0.5784
O 25.46498 20.83161 7.70816  -0.2351
O 23.02057 20.88689 6.79561  -0.2064
F 24.93165 21.30363 5.45512  -0.2002
S 24.07503 18.20634 7.28481  0.6274
O 22.59450 18.21077 7.19986  -0.2373
O 24.84278 18.11205 8.53848  -0.2255
F 24.41580 16.77938 6.70105  -0.1633
C 19.72840 20.28897 5.47140  -0.0992
O 19.85195 18.92743 5.86806  -0.1477
H 19.69014 20.30521 4.38219  0.0873
H 18.78293 20.61053 5.90817  0.0849
H 20.55204 20.86834 5.88861  0.0719
H 20.22119 18.87303 6.75253  0.0676
C 24.16685 15.58623 3.85813  -0.0568
O 24.04318 17.03829 3.73172  -0.1717
H 25.18756 15.26874 3.64495  0.0920
H 23.78880 15.23076 4.81668  0.0905
H 23.63706 15.02079 3.09150  0.1006
H 23.09199 17.13760 3.64818  0.0503
C 20.15365 17.20780 3.11850  -0.0976
O 21.16465 17.14387 4.18216  -0.1557
H 20.55200 16.61043 2.29839  0.0785
H 19.25417 16.70478 3.47347  0.0832
H 19.87243 18.15782 2.66411  0.0774
H 20.73241 17.51637 4.95417  0.0277
C 24.16470 15.23293 10.00019  0.0565
O 23.31384 14.20545 10.40670  0.2854
H 24.73477 15.58614 10.85947  0.1419
H 24.70954 14.75415 9.18654  0.1776
H 23.57602 16.06241 9.60838  0.1430
H 22.79287 13.97211 9.63484  0.1675
C 27.94284 19.96402 5.54176  -0.1101
O 27.47813 19.60340 4.30496  -0.1353
H 27.48399 19.50490 6.41742  0.1003
H 28.99716 19.69728 5.61501  0.1218
H 28.04382 21.03290 5.72994  0.0963
H 28.10572 19.91898 3.65063  0.1464
C 28.01923 23.90199 7.37539  -0.1673
O 29.12138 23.51273 6.62369  -0.1272
H 27.21818 23.17686 7.23186  0.0546
H 28.25222 23.88939 8.44012  0.0930
H 27.73078 24.81193 6.84917  0.0906
H 28.74907 23.55576 5.73987  0.0677

=====

2.
Computed, not measured: C6H24F2N12O6Y as an isolated structure, with ωB97M-V/def2-TZVPD.

Results
- LUMO (spin up / spin down) (eV) = -0.2 / -0.3
- net charge = 0
- spin multiplicity = 2

Each line ends with the Löwdin charge.
CARTESIAN COORDINATES (ANGSTROEM)
Y 1.23051 -0.96468 -1.76405  1.3573
F -0.91458 -0.81453 -2.81785  -0.6103
F -0.16857 -0.52334 0.03663  -0.5056
C 0.94569 2.41224 -2.69300  -0.7325
O 0.86819 1.43883 -1.92127  -0.1606
N 2.12306 2.63447 -3.23473  0.1910
N -0.01170 3.22324 -2.80075  0.2441
H 2.35744 3.39045 -3.86214  0.1195
H 2.72922 1.82758 -3.19459  0.0905
H -0.79981 2.99859 -2.21040  0.1288
H 0.06746 4.08754 -3.31730  0.1399
C 0.43334 -1.21556 3.58629  -0.8046
O 0.28538 -1.46059 4.77109  0.0259
N 0.92036 -0.08049 3.16747  0.1716
N 0.28369 -2.01571 2.59611  0.1679
H 0.83306 0.01287 2.16559  0.0649
H 1.26046 0.70247 3.70729  0.1215
H -0.30924 -2.82029 2.74165  0.1160
H 0.37130 -1.69947 1.64090  0.0591
C -3.90044 -1.37880 0.39073  -0.8473
O -5.04620 -1.44965 0.76416  0.0341
N -2.92054 -1.39962 1.18229  0.1684
N -3.45348 -1.26959 -0.82785  0.1740
H -2.94944 -1.42677 2.19152  0.1249
H -1.95359 -1.34215 0.89626  0.0621
H -2.47075 -1.22666 -1.05699  0.0652
H -4.22600 -1.21263 -1.47598  0.1193
C -0.32808 -3.91082 -0.96803  -0.8628
O 0.51741 -3.09251 -0.86907  -0.0760
N -1.25707 -3.99505 -1.84670  0.2244
N -0.43975 -4.70578 -0.03513  0.2120
H -1.11591 -3.26680 -2.53214  0.1044
H -2.02544 -4.64116 -1.95733  0.1416
H -1.39560 -5.02733 0.02032  0.1355
H 0.07632 -4.69904 0.83303  0.1405
C -1.10612 2.94312 0.59364  -0.8633
O -1.79534 3.85211 0.90376  0.0736
N 0.12695 2.80911 0.85810  0.1668
N -1.53201 1.88537 -0.02424  0.1794
H 0.63669 3.57908 1.26725  0.1300
H 0.60365 2.03547 0.41728  0.0581
H -0.89940 1.13432 0.21200  0.0505
H -2.53193 1.80643 -0.14278  0.1322
C 3.06299 1.20934 0.28528  -0.8269
O 2.56403 0.28974 -0.22076  -0.0657
N 2.80358 2.44573 0.28087  0.1907
N 3.99685 1.06690 1.15982  0.1827
H 1.98535 2.78191 -0.20657  0.0929
H 3.58405 3.04095 0.51892  0.1384
H 4.28309 0.16390 1.51017  0.1372
H 4.60086 1.86723 1.28125  0.1186

=====

3.
Computed, not measured: C6H24FHfN12O6 as an isolated structure, with ωB97M-V/def2-TZVPD.

Results
- LUMO (eV) = -14.7
- net charge = +3
- spin multiplicity = 1
- energy relative to the best compared isomer or geometry (same formula, charge and spin) (kJ/mol) = 1699.62

Each line ends with the Löwdin charge.
CARTESIAN COORDINATES (ANGSTROEM)
Hf 1.39008 -2.03215 -3.90062  1.7095
F 0.14166 0.00635 -1.28903  -0.6845
C 5.27096 1.46940 -1.59843  -0.7656
O 4.53289 0.60534 -2.08151  0.0075
N 5.20877 2.74236 -1.80788  0.1980
N 5.99739 1.21501 -0.58013  0.2018
H 5.89266 3.30749 -1.32517  0.1298
H 4.47963 3.12321 -2.39390  0.1348
H 5.72728 0.35957 -0.11607  0.1376
H 6.62613 1.87549 -0.14592  0.1375
C 0.96810 3.58953 2.87858  -0.6918
O 0.62848 4.44565 3.66167  0.2148
N 2.06840 3.58310 2.13326  0.2167
N 0.39536 2.44296 2.76262  0.2470
H 2.73697 4.33938 2.09934  0.1446
H 2.19276 2.72964 1.60767  0.1190
H -0.34552 2.18346 3.39812  0.1585
H 0.50591 2.08688 1.82395  0.1287
C -3.02732 -2.81752 2.95810  -0.7532
O -2.82762 -1.94050 3.70365  0.1848
N -4.02282 -3.65491 3.09073  0.2428
N -2.42368 -2.99195 1.79144  0.1825
H -4.13711 -4.22771 2.26675  0.1282
H -4.49498 -3.74989 3.97851  0.1544
H -2.60251 -3.80883 1.22502  0.1180
H -1.78483 -2.26452 1.50366  0.1231
C -2.83224 3.98045 -1.30639  -0.6077
O -3.59454 4.89033 -1.61009  0.1760
N -1.54629 3.92210 -1.60887  0.2360
N -3.22292 2.71107 -0.94993  0.2208
H -1.23581 2.96161 -1.64319  0.1149
H -1.23604 4.72017 -2.14452  0.1526
H -2.47145 2.05418 -0.79547  0.1058
H -4.18858 2.42605 -0.87016  0.1396
C -4.18884 -1.51003 -4.24815  -0.7469
O -2.97798 -1.51436 -4.49438  -0.0234
N -4.77712 -2.43529 -3.52018  0.1660
N -5.10772 -0.63837 -4.54415  0.1912
H -5.72644 -2.33109 -3.19152  0.1221
H -4.20416 -3.15498 -3.10320  0.1194
H -4.68918 0.19857 -4.92424  0.1357
H -6.05129 -0.99718 -4.57636  0.1358
C 3.47422 -3.38778 1.78683  -0.7937
O 3.05903 -3.05374 0.66580  0.0525
N 3.45974 -2.55608 2.75983  0.1929
N 4.11100 -4.42661 2.04205  0.2247
H 3.71026 -2.83434 3.69787  0.1366
H 2.84279 -1.76554 2.63934  0.1286
H 4.04426 -4.77235 2.98868  0.1467
H 4.25226 -5.10363 1.30599  0.1494

=====

4.
Computed, not measured: C6H24FN12O6Zn as an isolated structure, with ωB97M-V/def2-TZVPD.

Results
- LUMO (eV) = -2.0
- net charge = +1
- spin multiplicity = 1
- energy relative to the best compared isomer or geometry (same formula, charge and spin) (kJ/mol) = 0.00

Each line ends with the Löwdin charge.
CARTESIAN COORDINATES (ANGSTROEM)
Zn -0.32046 0.09191 0.02367  0.6553
F 0.63333 1.37909 1.18637  -0.4339
C 0.10331 2.64322 -1.66679  -0.6148
O -0.11397 1.41960 -1.60262  -0.0314
N 0.12681 3.28282 -2.85996  0.1770
N 0.28619 3.36707 -0.54012  0.1779
H 0.45596 4.22704 -2.93274  0.1062
H -0.05160 2.74581 -3.68731  0.1093
H 0.39510 2.80452 0.31560  0.0627
H 0.52730 4.34008 -0.59514  0.1064
C -0.14153 -2.10746 2.34353  -0.6060
O -0.61579 -1.38458 1.46354  0.0029
N -0.87769 -2.45626 3.42348  0.1867
N 1.11752 -2.61095 2.26523  0.1890
H -1.77217 -2.00266 3.47869  0.1168
H -0.52515 -2.97975 4.20216  0.1112
H 1.53802 -3.00644 3.08906  0.1122
H 1.74659 -2.21048 1.58863  0.0782
C -3.16479 1.55006 0.76832  -0.6049
O -2.24303 0.77603 0.53434  0.0083
N -4.08916 1.92357 -0.15606  0.1840
N -3.32123 2.09291 2.00781  0.1847
H -4.77822 2.61879 0.06969  0.1058
H -3.90837 1.77258 -1.13009  0.0933
H -2.73420 1.75786 2.74825  0.1162
H -4.06827 2.73717 2.18942  0.1052
C 4.06160 0.42706 1.60847  -0.6979
O 5.11644 -0.14190 1.84082  0.0145
N 3.97170 1.49308 0.73576  0.1595
N 2.85638 0.00850 2.09034  0.1488
H 4.86608 1.88248 0.50221  0.1043
H 3.08812 1.96342 0.65103  0.0810
H 2.82494 -0.64711 2.84711  0.0898
H 1.96709 0.44112 1.84091  0.0419
C 2.09403 -1.73198 -1.00547  -0.6227
O 1.43639 -0.73546 -0.70469  -0.0109
N 3.44530 -1.67267 -1.00302  0.2056
N 1.51896 -2.91738 -1.33822  0.1928
H 4.04654 -2.47632 -1.05796  0.1153
H 3.85410 -0.85951 -0.56524  0.0911
H 2.12884 -3.71359 -1.39674  0.1070
H 0.55657 -3.00406 -1.60236  0.1003
C -2.40671 -1.27584 -2.17099  -0.6070
O -1.42063 -1.06715 -1.46498  -0.0034
N -2.97083 -0.28363 -2.90847  0.1858
N -2.96533 -2.52103 -2.26375  0.1793
H -3.70631 -0.50816 -3.55253  0.1082
H -2.45325 0.57480 -2.96124  0.1021
H -3.57549 -2.81824 -3.00142  0.1066
H -2.53902 -3.18798 -1.64654  0.1095

=====

Calculated total energy values, unit eV, following the record order: -129687.7887; -43260.3199; -40760.7968; -87918.0443.